Record 1
The following is a quantum chemistry calculation of a structure of composition C27H29BrIN7NaOS2SbSe4, from the OMol25 dataset.

calculated total energy = -15181.39535 a.u.
total charge = -2
molar mass = 1199.1 g/mol
E_LUMO = 3.1 eV
frontier orbital gap = 5.09 eV
E_HOMO = -1.96 eV
spin multiplicity = 1
ΔE to the lowest compared entry with this formula, charge and spin = 0.4028 eV

Geometry (Å):
C: -3.786 -0.952 2.467
C: -2.257 2.437 -0.617
C: -0.736 -3.463 1.657
H: 6.600 0.190 1.147
H: 0.289 2.030 -2.489
C: 2.345 4.370 -3.547
H: 3.062 4.333 -0.171
H: 0.709 -1.268 2.832
H: -5.712 -0.823 3.431
C: 0.130 -4.479 -0.348
S: 4.743 -0.212 -0.325
C: -3.118 1.324 3.796
C: 1.000 -0.236 3.033
H: -3.823 2.570 -2.138
C: 0.744 -5.366 1.821
N: -2.564 -0.452 2.281
C: 1.488 1.854 2.103
Br: -5.609 1.605 5.145
C: 2.666 4.045 -1.135
C: 1.261 0.173 4.324
Na: -0.077 0.437 -0.062
C: 1.581 3.276 -3.674
C: -2.243 0.670 2.936
O: -1.816 1.779 0.317
H: -1.154 -2.528 -1.503
H: 3.537 5.639 -2.195
H: 1.971 3.414 3.526
C: 1.792 2.877 -1.179
H: -4.022 -1.860 1.915
H: 1.304 -6.073 2.421
Se: -1.725 0.286 -2.809
I: -5.030 3.282 0.152
H: -0.614 3.558 -0.866
N: -1.592 3.503 -1.131
H: 1.447 -6.134 -0.061
S: 2.749 -2.268 0.561
H: -2.821 2.235 4.296
H: 1.784 1.918 5.508
C: -4.370 0.773 3.969
N: -1.410 -2.619 -0.521
H: 5.295 0.919 3.045
C: -4.733 -0.382 3.305
H: 3.383 -0.694 2.833
C: 1.330 2.362 -2.528
C: -0.041 -4.389 2.421
H: -1.334 -2.694 2.131
H: 5.910 1.717 0.525
H: -1.737 -1.769 -0.094
H: -1.251 1.072 2.762
H: -3.934 1.170 -1.040
H: 2.547 4.992 -4.412
C: 4.747 0.778 2.114
H: 4.024 1.587 1.998
C: 1.604 1.534 4.508
Sb: 0.210 -0.445 -4.201
H: 0.217 -4.487 -1.430
H: 1.158 2.986 -4.632
N: 1.388 2.223 -0.144
C: 3.801 -1.054 0.900
H: 1.182 -0.518 5.155
N: 1.752 2.694 1.086
N: 4.079 -0.525 2.122
C: 5.680 0.728 0.917
C: -0.665 -3.494 0.256
C: 0.823 -5.394 0.430
H: -1.806 3.782 -2.075
Se: 0.471 -2.850 -4.000
H: -0.108 -4.341 3.502
Se: 2.235 0.602 -2.933
N: 1.089 0.551 1.947
Se: 0.153 0.584 -6.408
C: 2.914 4.751 -2.249
C: -3.665 2.213 -1.129
C: 1.708 2.367 3.429

In elementary charge units, the Löwdin charges are:
1 C -0.13
2 C -0.76
3 C -0.07
4 H 0.07
5 H -0.02
6 C -0.11
7 H 0.09
8 H 0.09
9 H 0.10
10 C -0.07
11 S 0.88
12 C -0.10
13 C -0.22
14 H 0.03
15 C -0.14
16 N 0.09
17 C -0.39
18 Br 0.70
19 C -0.05
20 C -0.12
21 Na 0.18
22 C -0.15
23 C -0.12
24 O -0.05
25 H 0.01
26 H 0.08
27 H 0.09
28 C -0.36
29 H 0.11
30 H 0.08
31 Se 0.03
32 I 0.73
33 H 0.09
34 N 0.19
35 H 0.10
36 S 0.66
37 H 0.11
38 H 0.09
39 C -0.69
40 N 0.12
41 H 0.11
42 C -0.12
43 H 0.09
44 C -0.60
45 C -0.13
46 H 0.08
47 H 0.07
48 H 0.04
49 H 0.09
50 H 0.02
51 H 0.09
52 C -0.24
53 H 0.09
54 C -0.12
55 Sb -0.22
56 H 0.06
57 H 0.06
58 N 0.00
59 C -1.17
60 H 0.08
61 N 0.02
62 N -0.06
63 C -0.44
64 C -0.33
65 C -0.12
66 H 0.11
67 Se -0.22
68 H 0.09
69 Se 0.53
70 N 0.06
71 Se -0.30
72 C -0.10
73 C -0.61
74 C -0.06



Record 2
The following is a quantum chemistry calculation of a structure of composition CHAuF4NO5S2 at a distorted geometry, from the OMol25 dataset.

calculated total energy = -1800.41442 a.u.
total charge = +1
molar mass = 444.1 g/mol
E_LUMO (alpha / beta) = -6.2 / -10.2 eV
frontier orbital gap (alpha / beta) = 9.49 / 5.90 eV
E_HOMO (alpha / beta) = -15.70 / -16.06 eV
spin multiplicity = 3
<S²> = 2.02

Geometry (Å):
O: -0.563 -2.239 0.012
H: 0.175 -1.374 2.671
S: 1.874 0.960 -0.111
O: 3.255 0.452 -0.269
F: -2.686 -0.059 0.445
C: -1.649 0.583 -0.041
Au: 0.939 0.832 2.101
F: 0.736 -2.577 0.425
F: -2.032 1.410 -0.984
S: -0.479 -0.712 -0.791
O: -0.046 -0.442 2.679
N: 0.947 -0.274 -0.961
O: -1.234 -1.159 -1.954
F: -1.032 1.274 0.910
O: 1.590 2.226 -0.829

In elementary charge units, the natural (NBO) charges are:
1 O -0.25
2 H 0.51
3 S 1.70
4 O -0.65
5 F -0.26
6 C 0.82
7 Au 1.17
8 F -0.10
9 F -0.24
10 S 1.98
11 O -0.82
12 N -1.01
13 O -0.77
14 F -0.33
15 O -0.73



Record 3
The following is a quantum chemistry calculation of the molecule C24H25N3O4S2 at a distorted geometry, from the OMol25 dataset.

calculated total energy = -2191.18507 a.u.
molar mass = 483.6 g/mol
E_LUMO = 0.3 eV
frontier orbital gap = 8.34 eV
E_HOMO = -8.07 eV
spin multiplicity = 1
ΔE to the lowest compared entry with this formula, charge and spin = 0.1929 eV

Geometry (Å):
H: -0.526 -1.302 -3.185
C: -2.556 -2.609 -0.116
H: 4.148 -1.598 1.375
H: 3.669 2.879 -1.591
H: 2.090 -2.317 2.494
H: -1.511 -1.953 4.248
H: 5.416 1.986 0.599
C: -3.868 1.812 0.326
O: -1.118 3.957 0.334
H: -0.790 2.167 -1.817
C: 3.204 -1.143 -0.492
C: -1.087 -1.658 -2.334
S: -0.702 2.662 0.797
H: -2.932 -1.839 -3.394
C: -1.677 1.662 -1.434
H: -2.462 0.899 1.702
C: 2.981 2.565 -0.826
C: -1.314 -1.645 3.224
O: -4.059 1.936 -1.066
H: -2.849 -0.098 0.262
C: 2.060 -2.002 1.463
C: -0.466 -1.828 -1.102
H: 4.668 -1.127 -1.968
N: -0.374 -2.429 1.092
C: 1.629 2.958 -0.776
C: 0.973 2.425 0.292
C: -2.927 2.513 -1.679
H: -3.131 -2.973 0.722
H: -1.539 -3.603 2.331
C: -2.667 0.915 0.633
H: 4.677 0.572 1.367
H: -0.594 -0.830 3.234
C: -3.152 -2.430 -1.350
H: 1.161 3.625 -1.477
C: 3.337 1.749 0.209
C: -0.775 -2.825 2.416
H: -4.789 1.380 0.723
H: -3.700 2.803 0.774
H: -2.238 -1.277 2.787
C: 0.882 -2.020 0.727
C: -2.429 -1.963 -2.447
H: -1.784 0.688 -1.922
C: 0.875 -1.633 -0.636
H: -2.757 3.524 -1.283
C: 2.039 -1.182 -1.241
C: 3.214 -1.580 0.836
N: -1.470 1.413 -0.020
H: 2.042 -0.869 -2.274
C: -1.205 -2.311 0.005
N: 4.402 -0.690 -1.094
S: 1.992 1.447 1.264
H: -4.201 -2.655 -1.469
H: -3.153 2.566 -2.746
C: 4.689 1.180 0.465
O: 6.182 0.641 -1.345
C: 5.177 0.357 -0.731
H: 0.092 -3.260 2.920
O: -0.791 2.370 2.196

In elementary charge units, the natural (NBO) charges are:
1 H 0.22
2 C -0.28
3 H 0.22
4 H 0.23
5 H 0.22
6 H 0.22
7 H 0.26
8 C -0.09
9 O -0.94
10 H 0.21
11 C 0.11
12 C -0.19
13 S 2.33
14 H 0.22
15 C -0.27
16 H 0.24
17 C -0.27
18 C -0.62
19 O -0.53
20 H 0.22
21 C -0.24
22 C -0.13
23 H 0.41
24 N -0.38
25 C -0.21
26 C -0.56
27 C -0.10
28 H 0.22
29 H 0.21
30 C -0.27
31 H 0.24
32 H 0.22
33 C -0.20
34 H 0.24
35 C -0.16
36 C -0.20
37 H 0.20
38 H 0.17
39 H 0.21
40 C 0.16
41 C -0.24
42 H 0.22
43 C -0.01
44 H 0.19
45 C -0.20
46 C -0.23
47 N -0.67
48 H 0.22
49 C 0.24
50 N -0.63
51 S 0.53
52 H 0.22
53 H 0.19
54 C -0.55
55 O -0.60
56 C 0.70
57 H 0.21
58 O -0.94



Record 4
The following is a quantum chemistry calculation of the ion C6H11N5 with charge +2 at a distorted geometry, from the OMol25 dataset.

calculated total energy = -508.23397 a.u.
total charge = +2
molar mass = 153.2 g/mol
E_LUMO = -9.6 eV
frontier orbital gap = 9.29 eV
E_HOMO = -18.86 eV
spin multiplicity = 1
ΔE to the lowest compared entry with this formula, charge and spin = 4.6780 eV

Geometry (Å):
H: -1.523 -1.252 1.612
C: 0.291 0.765 1.675
N: 1.315 -0.624 -0.820
N: -2.189 -0.012 -0.900
H: 3.163 -0.010 -1.260
C: -1.123 -1.118 0.664
N: -2.154 -1.076 -0.311
C: -0.077 -2.218 0.341
H: 0.999 1.605 1.249
H: -0.534 -2.968 -0.177
H: 1.997 1.268 -1.325
H: -1.015 2.923 -0.091
N: -0.548 0.255 0.609
N: -1.192 2.136 -0.703
H: -0.407 1.211 2.575
H: 1.855 0.025 -2.641
C: -1.255 0.869 -0.355
C: 2.118 0.254 -1.585
C: 0.939 -1.636 -0.379
H: 0.368 -2.850 1.261
H: 0.796 -0.019 2.020
H: -1.825 2.474 -1.461

In elementary charge units, the natural (NBO) charges are:
1 H 0.28
2 C -0.43
3 N -0.18
4 N -0.10
5 H 0.30
6 C 0.06
7 N 0.02
8 C -0.58
9 H 0.25
10 H 0.33
11 H 0.26
12 H 0.46
13 N -0.35
14 N -0.71
15 H 0.27
16 H 0.29
17 C 0.61
18 C -0.46
19 C 0.65
20 H 0.35
21 H 0.22
22 H 0.47